The following is a DFT calculation (ωB97M-V/def2-TZVPD) of a molecular structure, C9H23FeN5O6 at a distorted geometry.

The geometry in XYZ format:
```
44
Properties=species:S:1:pos:R:3:lowdin_spin:R:1
O 1.001 1.764 -2.737 0.127
H 1.523 2.545 -3.058 0.019
Fe -0.541 0.616 0.572 2.663
N 1.024 2.121 0.797 0.025
N 1.756 -0.218 0.487 0.114
N -2.497 0.465 0.449 0.021
N -0.974 -1.345 0.171 0.005
O 0.584 3.272 1.120 0.052
O -3.186 1.558 0.489 0.039
O -0.124 -2.490 0.124 -0.004
O 2.163 -1.455 0.378 0.056
C 2.770 0.676 0.312 0.022
C 2.320 2.017 0.404 0.010
C -3.147 -0.654 0.058 -0.041
C -2.252 -1.737 -0.019 0.032
C 3.168 3.172 0.042 0.003
H 3.157 3.362 -1.043 0.003
H 4.224 3.094 0.321 0.000
H 2.771 4.071 0.516 0.000
C 4.174 0.222 0.116 0.004
H 4.391 -0.198 -0.874 0.001
H 4.490 -0.547 0.829 0.001
H 4.909 1.015 0.237 0.000
C -4.605 -0.748 -0.178 -0.009
C -2.659 -3.176 -0.092 0.007
H -4.952 0.225 -0.531 -0.001
H -5.148 -0.973 0.748 -0.003
H -4.873 -1.508 -0.925 -0.001
H -1.856 -3.904 0.075 0.001
H -3.157 -3.447 -1.033 0.002
H -3.431 -3.396 0.661 0.002
H -1.659 2.451 -0.433 0.003
H 0.879 -2.100 0.241 0.002
C 1.038 -0.029 -3.415 0.666
H 2.066 -0.253 -3.627 0.056
H 0.304 0.480 -3.997 0.044
H 0.765 -0.534 -2.448 0.044
O -1.037 1.878 -0.962 0.021
H 0.497 2.167 -1.949 0.015
H -1.611 1.213 -1.395 0.003
N -0.473 0.556 2.553 -0.010
H -1.192 -0.160 2.682 0.001
H -0.684 1.493 2.896 0.004
H 0.486 0.220 2.688 0.002
```

Values from the calculation:
Multiplicity   5
HOMO-LUMO gap (spin up / spin down)   4.0266 / 5.2666 eV
E_HOMO (spin up / spin down)   -5.7 / -6.6 eV